Formula: H3NO3P
Source: the OMol25 dataset
Level of theory: ωB97M-V/def2-TZVPD

The geometry in XYZ format:
```
8
Properties=species:S:1:pos:R:3:forces:R:3:nbo_charge:R:1
O -0.04575 1.38612 -0.78010 -0.4504 2.5068 -1.6858 -1.1713
P 0.29603 0.34504 0.16864 -0.1148 -2.7228 1.2137 2.0488
H 0.09923 0.83069 1.45611 0.2909 0.4909 0.5671 -0.2280
O 1.86655 -0.07711 0.22050 -0.2434 -2.0055 -0.1703 -1.0190
N -0.51625 -1.03597 -0.01326 0.9201 -0.6224 0.4246 -0.9271
H 1.84254 -1.07503 0.04991 0.0415 1.7798 0.1945 0.4994
H -1.64482 0.29289 -0.71341 -1.6301 -2.2442 0.1898 0.4529
O -1.89753 -0.66662 -0.38840 1.1863 2.8174 -0.7336 -0.6556
```
Positions in Å, forces in eV/Å.

- Total charge: -1
- SMILES: [O-][P@H](O)=NO
- Relative energy (zero: lowest compared OMol25 entry of this formula, charge and spin): 4.209 eV
- Total energy: -623.65493 hartree
- Kohn-Sham gap: 7.012 eV